{"formula": "C45H59Cl6F5N4O4", "method": "ωB97M-V/def2-TZVPD", "homo_lumo_gap_ev": 9.475, "homo_energy_ev": -9.22, "spin_multiplicity": 1, "max_force_ev_per_a": 3.04, "energy_ev": -150492.849, "smiles": "Fc1ccccc1.Fc1ccccc1.Fc1ccccc1.Fc1ccccc1.Fc1ccccc1.CNC(C)=O.CNC(C)=O.CNC(C)=O.CNC(C)=O.ClCCl.ClCCl.ClCCl", "species": ["H", "H", "C", "H", "H", "Cl", "Cl", "H", "C", "H", "H", "H", "F", "C", "H", "C", "H", "C", "C", "H", "C", "C", "H", "C", "H", "C", "N", "C", "H", "N", "C", "H", "C", "C", "O", "H", "H", "H", "H", "H", "C", "F", "H", "C", "C", "C", "C", "H", "C", "C", "C", "C", "H", "H", "C", "Cl", "C", "H", "H", "C", "H", "C", "N", "H", "C", "N", "C", "C", "C", "H", "H", "C", "H", "H", "H", "H", "C", "H", "H", "H", "H", "H", "C", "H", "C", "F", "C", "H", "H", "H", "H", "C", "Cl", "H", "H", "H", "C", "H", "C", "O", "H", "C", "H", "H", "O", "C", "H", "H", "Cl", "C", "H", "F", "C", "H", "C", "O", "C", "H", "F", "H", "H", "Cl", "H"], "coordinates": [[0.27, 25.92, -1.92], [-10.40, 34.86, 2.55], [-5.33, 27.30, -12.11], [-1.39, 21.92, -1.67], [-17.26, 28.85, -15.87], [-16.32, 31.88, -3.60], [-10.28, 16.73, -1.44], [-1.30, 26.37, -3.91], [-9.96, 37.32, -5.48], [-10.23, 35.39, -6.25], [-4.08, 23.36, 4.00], [-5.49, 26.42, -11.50], [-4.13, 20.79, 3.87], [-4.40, 27.23, -13.18], [0.35, 23.65, -0.96], [-13.72, 33.95, 5.30], [-19.40, 25.26, -6.55], [-10.51, 28.29, -3.87], [-7.44, 23.12, 3.42], [-6.57, 28.55, -10.99], [-10.38, 26.51, -5.51], [-5.20, 21.59, 3.74], [-14.79, 33.83, 5.11], [-17.88, 25.74, -7.97], [-8.91, 25.60, -2.55], [-8.05, 30.55, 8.53], [-15.51, 29.04, -14.67], [-16.45, 31.78, -1.83], [-15.71, 28.84, -16.78], [-9.21, 38.45, -5.52], [-2.24, 23.23, -3.11], [-19.78, 26.75, -7.37], [-9.60, 18.14, -2.30], [-9.64, 25.72, -4.58], [-17.84, 26.27, -9.07], [-6.11, 24.84, 3.79], [-7.76, 31.33, 7.85], [-8.60, 21.39, 3.09], [-8.75, 18.54, -1.76], [-8.63, 36.18, -6.78], [-18.95, 26.16, -6.97], [-7.49, 31.77, 10.45], [-16.52, 24.32, -8.47], [-4.94, 29.51, -13.72], [-9.81, 27.49, -2.95], [-1.33, 22.92, -2.08], [-6.48, 21.04, 3.55], [-11.96, 35.27, 3.98], [-0.39, 23.93, -1.69], [-7.90, 30.63, 9.89], [-5.94, 28.49, -11.86], [-8.45, 29.37, 7.92], [-16.35, 32.76, -1.37], [-8.17, 29.59, 11.72], [-0.39, 25.16, -2.32], [-18.00, 31.07, -1.38], [-5.81, 29.60, -12.63], [-9.18, 38.89, -3.51], [-10.06, 40.00, -4.46], [-16.20, 28.60, -15.84], [-13.52, 33.30, 6.15], [-4.23, 28.34, -14.00], [-12.05, 34.35, 3.57], [-13.71, 21.07, -14.93], [-9.39, 26.20, -3.30], [-17.19, 24.60, -7.77], [-8.66, 28.17, 8.65], [-7.64, 21.78, 3.40], [-9.16, 39.39, -4.48], [-15.72, 31.09, -1.40], [-8.65, 27.42, 10.73], [-10.80, 27.80, -5.16], [-9.22, 17.89, -3.29], [-8.32, 40.08, -4.58], [-13.92, 31.28, -13.14], [-2.88, 24.61, -4.55], [-8.49, 28.24, 10.05], [-13.01, 29.70, -13.16], [-6.59, 19.96, 3.52], [-15.81, 28.69, -13.78], [-9.33, 24.71, -4.83], [-10.00, 36.69, -7.55], [-14.51, 29.92, -14.64], [-16.22, 27.52, -15.75], [-13.98, 30.19, -13.25], [-6.44, 30.76, -12.35], [-8.21, 29.46, 10.65], [-14.31, 22.50, -15.79], [-13.56, 35.00, 5.54], [-10.76, 33.07, 2.40], [-14.64, 29.73, -12.52], [-17.04, 24.02, -6.42], [-11.97, 22.13, -16.13], [-4.80, 30.46, -14.21], [-8.91, 27.22, 8.20], [-10.89, 29.25, -3.56], [-12.94, 33.45, 4.05], [-8.33, 23.73, 3.34], [-6.21, 23.77, 3.70], [-10.87, 37.12, -4.66], [-8.58, 29.28, 6.85], [-11.16, 34.09, 2.42], [-17.94, 23.66, -5.93], [-16.53, 24.81, -5.86], [-13.93, 30.35, -15.60], [-9.70, 36.28, -6.58], [-8.49, 38.44, -6.23], [-3.87, 26.30, -13.32], [-10.84, 19.38, -2.54], [-2.15, 24.44, -3.77], [-10.68, 26.02, -6.43], [-3.12, 22.29, -3.51], [-13.50, 22.12, -15.17], [-11.38, 28.44, -5.80], [-1.22, 25.43, -3.39], [-13.19, 32.37, 3.57], [-5.07, 22.96, 3.85], [-11.69, 34.24, 1.48], [-9.56, 27.94, -1.73], [-16.39, 23.16, -6.56], [-18.52, 26.69, -6.11], [-13.35, 22.95, -13.58], [-3.49, 28.27, -14.78]]}

=====

{"formula": "C2H2ClI", "method": "ωB97M-V/def2-TZVPD", "homo_lumo_gap_ev": [7.060, 8.772], "homo_energy_ev": [-7.93, -8.94], "spin_multiplicity": 1, "max_force_ev_per_a": 5.83, "energy_ev": -22721.969, "relative_energy_kj_mol": 606.04, "species": ["C", "I", "Cl", "C", "H", "H"], "coordinates": [[-1.61, -1.03, -0.18], [-2.61, 0.83, -0.17], [0.08, -0.99, -0.12], [1.24, 0.19, -0.04], [0.74, 1.19, 0.35], [2.16, -0.20, 0.16]]}

=====

{"formula": "C4H14O3", "method": "ωB97M-V/def2-TZVPD", "homo_lumo_gap_ev": 10.213, "homo_energy_ev": -9.48, "spin_multiplicity": 1, "max_force_ev_per_a": 0.65, "energy_ev": -10517.202, "smiles": "C/C=C/C.O.O.O", "relative_energy_kj_mol": 70.16, "species": ["O", "C", "O", "H", "C", "H", "H", "C", "H", "H", "H", "H", "H", "O", "H", "H", "H", "H", "H", "H", "C"], "coordinates": [[2.04, 0.75, 1.94], [1.38, -1.48, -1.23], [0.34, 1.94, 0.10], [-0.20, -1.73, 0.26], [0.02, -1.22, -0.68], [0.18, 1.48, -0.73], [-2.52, 0.84, -1.19], [-2.27, -0.17, -0.89], [-3.05, -0.78, -1.35], [1.82, 1.11, 1.07], [-0.74, 1.91, 2.39], [1.46, -1.08, -2.25], [-2.38, -0.27, 0.19], [-0.95, 1.00, 2.63], [2.76, 0.14, 1.77], [-0.13, 1.38, 0.75], [2.16, -1.00, -0.63], [-0.62, -0.39, -2.40], [-0.08, 0.64, 2.88], [1.67, -2.52, -1.26], [-0.91, -0.56, -1.36]]}

=====

{"formula": "C4H6O", "method": "ωB97M-V/def2-TZVPD", "homo_lumo_gap_ev": 9.731, "homo_energy_ev": -8.84, "spin_multiplicity": 1, "max_force_ev_per_a": 3.92, "energy_ev": -6287.439, "relative_energy_kj_mol": 432.15, "species": ["O", "H", "H", "H", "C", "C", "H", "H", "C", "H", "C"], "coordinates": [[-2.20, -0.63, -0.22], [2.17, 0.62, -0.34], [1.56, -0.81, -1.24], [-1.46, -0.01, 2.06], [-1.18, 0.14, 0.39], [1.63, -0.35, -0.25], [-2.07, -1.59, 0.05], [2.10, -0.94, 0.58], [-0.47, 1.27, -0.24], [-0.28, 2.15, -0.75], [0.20, 0.16, -0.06]]}

=====

{"formula": "C41H52AlN2P2S", "method": "ωB97M-V/def2-TZVPD", "homo_lumo_gap_ev": 6.815, "homo_energy_ev": -9.69, "total_charge": 1, "spin_multiplicity": 1, "max_force_ev_per_a": 0.63, "energy_ev": -82351.510, "relative_energy_kj_mol": 0.00, "species": ["Al", "C", "C", "H", "H", "H", "C", "C", "H", "C", "H", "C", "C", "H", "C", "H", "C", "C", "C", "H", "H", "H", "H", "H", "C", "H", "P", "C", "C", "C", "H", "H", "N", "H", "H", "H", "C", "H", "H", "N", "C", "H", "H", "C", "H", "C", "H", "H", "H", "P", "H", "H", "C", "C", "C", "C", "H", "C", "H", "C", "H", "C", "H", "H", "H", "H", "H", "C", "H", "H", "C", "H", "C", "H", "H", "C", "C", "S", "H", "H", "H", "H", "H", "C", "C", "H", "H", "C", "H", "C", "C", "H", "C", "C", "C", "H", "C", "H", "C"], "coordinates": [[-0.53, 0.93, 0.39], [-2.60, 3.95, -1.65], [2.53, 3.04, 2.58], [-0.50, -4.32, 1.16], [-1.27, -2.86, -0.64], [2.01, -1.21, 2.35], [2.56, 2.31, -0.73], [-3.32, -1.36, 3.04], [-2.31, -0.69, 6.19], [4.08, 2.51, -0.78], [3.18, -2.23, 1.50], [1.83, 3.66, -0.68], [-1.78, -2.79, 0.32], [1.33, -3.54, -1.23], [-1.64, 2.57, 0.14], [0.98, -1.33, -1.31], [-0.14, 0.57, -3.89], [-3.05, -3.64, 0.25], [3.54, -2.87, -3.81], [0.76, 4.12, 5.23], [-4.15, -1.83, 4.96], [3.57, -0.38, -0.15], [1.93, 4.16, -1.65], [1.31, -4.03, -4.97], [1.66, 2.04, 2.12], [0.20, 0.19, -5.99], [1.91, 1.15, 0.56], [1.10, -1.28, -4.71], [1.03, 3.53, 4.37], [-1.83, 2.88, -1.22], [2.84, -2.60, -1.17], [-3.38, 0.65, -0.45], [-0.37, 0.75, 2.28], [3.45, 3.24, 2.04], [-1.38, -3.37, 2.37], [4.13, -3.78, -3.65], [-3.40, -0.97, -1.87], [-5.66, -0.33, -0.52], [-3.55, 5.08, 1.39], [-0.49, 0.95, -1.62], [-4.90, -0.70, 0.17], [-5.09, -1.76, 0.33], [0.76, 3.56, -0.46], [-3.36, -1.33, 4.42], [4.85, 1.13, 1.40], [-0.85, -3.32, 1.42], [3.91, 0.51, 2.76], [4.46, 3.01, 0.12], [1.98, -5.13, -3.76], [-2.04, -0.98, 0.56], [-3.73, -3.32, -0.53], [-5.03, -0.18, 1.12], [-3.06, 4.46, 0.65], [-3.52, -0.44, -0.43], [-2.31, -0.71, 2.33], [-1.15, 1.96, -2.14], [1.50, -1.84, -5.55], [0.47, 1.75, 2.82], [-3.82, -1.97, -1.95], [2.30, -3.38, -1.72], [-0.77, 2.40, 4.45], [-2.28, 3.39, 1.06], [-3.83, 5.59, -1.01], [-2.73, 4.17, -2.71], [-3.96, -0.32, -2.55], [2.27, 1.80, -1.65], [1.69, -1.74, 0.70], [-2.34, -0.67, 5.10], [-2.77, -4.67, 0.04], [4.62, 1.57, -0.90], [1.42, -4.20, -3.89], [0.42, -4.34, -3.47], [0.83, -1.02, -2.34], [4.07, -2.03, -3.34], [2.91, 4.54, 4.06], [2.14, -3.04, -3.20], [-1.32, 0.05, 3.02], [-1.11, 2.02, -3.85], [4.33, 3.15, -1.63], [0.02, -2.68, 1.56], [3.50, -2.68, -4.88], [-2.17, 3.19, 2.13], [-4.07, -1.92, 2.51], [0.16, 2.54, 3.93], [-1.34, 0.00, 4.42], [-3.58, -3.64, 1.20], [-2.37, -1.02, -2.22], [3.17, -0.16, 0.84], [-0.54, 0.47, 4.98], [-3.22, 4.75, -0.70], [4.30, 0.27, 1.77], [2.25, 4.30, 0.09], [0.10, 0.14, -2.59], [2.47, -1.41, 1.38], [2.23, 3.78, 3.71], [2.87, -4.31, -1.62], [0.37, -0.14, -4.97], [5.00, -0.56, 1.88], [1.34, -1.75, -3.40]]}

=====

{"formula": "C17H30CuF5GeP2Se", "method": "ωB97M-V/def2-TZVPD", "homo_lumo_gap_ev": [7.739, 4.565], "homo_energy_ev": [-10.63, -10.60], "total_charge": 1, "spin_multiplicity": 2, "max_force_ev_per_a": 1.40, "s2": 0.7553, "energy_ev": -216775.471, "relative_energy_kj_mol": 138.67, "species": ["C", "H", "P", "C", "H", "H", "H", "H", "H", "C", "C", "H", "C", "H", "C", "C", "C", "H", "C", "H", "P", "F", "H", "H", "F", "H", "C", "C", "H", "Se", "H", "H", "C", "H", "H", "C", "H", "H", "F", "H", "H", "C", "Cu", "H", "H", "H", "C", "Ge", "C", "H", "H", "F", "F", "H", "C", "H", "H"], "coordinates": [[1.71, -2.77, 1.70], [-1.20, 0.65, -6.67], [-0.04, 2.24, 1.79], [4.08, -2.94, 2.11], [0.63, 3.69, 3.63], [-1.41, 1.12, 4.20], [0.97, 2.05, -2.97], [-1.92, -1.20, -3.81], [-3.16, -1.44, 4.14], [0.09, 3.65, 0.63], [-0.88, -2.11, -1.35], [-3.67, -1.27, 0.95], [-2.25, -1.65, 3.58], [-1.69, -2.71, -1.76], [-2.08, 1.21, 3.35], [1.72, -1.38, 1.76], [0.71, 2.01, -4.03], [-2.44, 2.54, 1.68], [2.97, -0.82, 2.01], [-3.38, 0.43, 0.57], [-1.92, -0.35, 2.35], [5.29, -0.94, 2.44], [-1.41, -1.73, 4.26], [-0.79, -2.29, -0.28], [0.54, -3.39, 1.46], [2.03, 2.92, 2.82], [-3.48, -0.29, 1.38], [4.13, -1.56, 2.20], [-1.77, 3.34, 3.11], [-1.28, -0.24, -1.60], [0.45, 0.26, -7.12], [-2.22, 0.55, -3.77], [-0.36, 0.00, -6.45], [1.04, 1.98, 3.94], [-0.66, -1.02, -6.67], [-1.73, 2.43, 2.50], [-4.31, -0.01, 2.03], [-3.11, 1.28, 3.73], [5.18, -3.68, 2.26], [2.51, -0.91, -4.69], [-2.35, -2.61, 3.05], [1.01, 2.77, 3.19], [0.29, -0.03, 1.60], [1.33, -2.14, -4.28], [1.57, 2.34, -4.60], [-0.17, 4.58, 1.13], [1.63, -1.12, -4.08], [0.21, 0.17, -4.57], [-1.50, -0.23, -3.52], [0.05, -2.36, -1.84], [-0.58, 3.49, -0.22], [3.08, 0.53, 2.09], [2.77, -4.88, 1.75], [1.92, -1.03, -3.04], [2.85, -3.55, 1.85], [-0.11, 2.71, -4.21], [1.11, 3.70, 0.27]]}

=====

{"formula": "C5H14O2S", "method": "ωB97M-V/def2-TZVPD", "homo_lumo_gap_ev": 9.032, "homo_energy_ev": -8.51, "spin_multiplicity": 1, "max_force_ev_per_a": 1.47, "energy_ev": -20341.128, "smiles": "COCCCSC.O", "relative_energy_kj_mol": 96.55, "species": ["H", "C", "H", "H", "O", "H", "O", "H", "H", "H", "C", "H", "C", "H", "H", "H", "S", "H", "C", "H", "C", "H"], "coordinates": [[2.05, 1.93, -0.80], [2.65, 1.03, -1.04], [-0.63, -0.19, 3.05], [2.09, -0.95, -1.49], [-6.81, -2.12, 4.20], [0.96, 2.42, -3.26], [0.52, -0.08, 1.32], [0.08, -1.19, -0.36], [0.53, 0.72, -2.91], [2.71, -0.81, 0.18], [0.57, -0.23, -0.09], [-1.50, 0.28, 1.56], [-0.74, -0.40, 1.97], [3.65, 1.15, -0.57], [-6.44, -1.31, 4.60], [0.07, 0.57, -0.67], [2.92, 1.02, -2.85], [-1.09, -1.43, 1.84], [2.04, -0.35, -0.57], [1.16, 1.17, -4.53], [1.24, 1.37, -3.45], [-6.03, -2.62, 3.87]]}